(1)
Density functional theory data (wB97M-V/def2-TZVPD) for a single CH3Cl2OPS molecule in a non-equilibrium geometry.

The geometry in XYZ format:
```
9
Properties=species:S:1:pos:R:3
C 0.531 0.290 1.085
O -1.139 1.246 -0.933
P 0.240 -1.169 0.058
S -1.588 -0.450 -0.928
Cl 2.187 0.314 1.640
Cl -1.252 -1.336 -2.693
H -0.157 0.382 2.045
H 0.099 1.270 0.557
H 1.080 -0.548 -0.831
```

Calculated values
calculated total energy	-48299.1500	eV
net charge	0
LUMO energy	-0.7	eV
ΔE to the lowest compared entry with this formula, charge and spin	530.9	kJ/mol

---

(2)
Density functional theory data (wB97M-V/def2-TZVPD) for 2 unconnected molecules or ions with the total composition CH3Cl2OPS in a non-equilibrium geometry.

The geometry in XYZ format:
```
9
Properties=species:S:1:pos:R:3
C 0.105 -0.116 0.264
O 0.516 0.303 1.543
P 1.562 1.495 1.867
S -1.744 4.156 -0.770
Cl -0.517 3.369 0.741
Cl 1.443 1.385 3.802
H -0.967 -0.318 0.237
H 0.866 -1.029 0.062
H 0.364 0.807 -0.312
```

Calculated values
expectation value of S²	2.009
calculated total energy	-48299.7010	eV
net charge	0
multiplicity	3
LUMO energy (alpha / beta)	-0.5 / -2.6	eV
ΔE to the lowest compared entry with this formula, charge and spin	100.1	kJ/mol

---

(3)
Density functional theory data (wB97M-V/def2-TZVPD) for 2 unconnected molecules or ions with the total composition CH3ClF2 in a non-equilibrium geometry.

The geometry in XYZ format:
```
7
Properties=species:S:1:pos:R:3
C 0.915 0.032 -0.381
H 1.538 0.839 -0.779
H 1.509 -0.768 0.076
H -2.287 0.323 0.492
F 0.177 -0.492 -1.389
F 0.080 0.549 0.556
Cl -1.932 -0.483 1.425
```

Calculated values
calculated total energy	-19042.5132	eV
net charge	0
LUMO energy	1.0	eV
ΔE to the lowest compared entry with this formula, charge and spin	34.5	kJ/mol

---

(4)
Density functional theory data (wB97M-V/def2-TZVPD) for a single CH3ClIN molecule in a non-equilibrium geometry.

The geometry in XYZ format:
```
7
Properties=species:S:1:pos:R:3
C 0.184 0.168 0.319
N -0.943 -0.280 -0.309
Cl 0.264 1.888 0.001
I 2.412 -0.700 0.103
H 0.158 0.090 1.347
H -1.124 0.105 -1.290
H -0.951 -1.271 -0.171
```

Calculated values
calculated total energy	-23198.2001	eV
net charge	0
LUMO energy	-0.2	eV
ΔE to the lowest compared entry with this formula, charge and spin	3.4	kJ/mol

---

(5)
Density functional theory data (wB97M-V/def2-TZVPD) for a molecular structure, CH3ClIN in a non-equilibrium geometry.

The geometry in XYZ format:
```
7
Properties=species:S:1:pos:R:3
C -2.484 1.048 0.194
N 0.335 -0.689 -0.290
Cl -3.349 2.458 -0.008
I -3.831 -0.581 0.129
H -0.271 -1.024 0.408
H 0.807 -1.451 -0.792
H 1.203 -0.207 0.183
```

Calculated values
calculated total energy	-23195.4328	eV
net charge	0
LUMO energy	-1.2	eV
ΔE to the lowest compared entry with this formula, charge and spin	270.4	kJ/mol

---

(6)
Density functional theory data (wB97M-V/def2-TZVPD) for a single CH3ClN2O2 molecule in a non-equilibrium geometry.

The geometry in XYZ format:
```
9
Properties=species:S:1:pos:R:3
C 0.023 0.040 -0.089
N -1.425 -3.288 -1.824
N -0.890 -2.529 -0.888
O -0.640 -1.064 -1.100
O -0.558 -2.921 0.206
Cl -1.647 -4.881 -1.403
H 0.364 -0.539 0.771
H 0.837 0.450 -0.661
H -0.786 0.705 0.165
```

Calculated values
calculated total energy	-20676.6614	eV
net charge	0
LUMO energy	-0.2	eV
ΔE to the lowest compared entry with this formula, charge and spin	415.2	kJ/mol